87
Properties=species:S:1:pos:R:3 method="wB97M-V/def2-TZVPD" spin_multiplicity=3 gap_ev="3.51 / 5.45" charge=-2 e_tot_ha=-15196.895642 relative_energy_kj_mol=208.6 homo_energy_ev="0.4 / -1.5"
Ti 0.80622 0.58151 -0.67370
Br 6.65100 0.55500 3.33555
C 4.84209 0.75152 2.77891
C 3.85794 1.10602 3.67956
Br 4.28512 1.40227 5.51368
C 2.52547 1.24648 3.25097
Br 1.12591 1.74809 4.43183
C 2.16510 1.03271 1.92334
O 0.98809 1.15152 1.41573
C 3.19413 0.63958 0.99085
O 2.77018 0.45544 -0.23826
C 4.50072 0.52479 1.42702
Br 5.79132 0.01705 0.13146
C -0.73487 -3.38807 4.65024
C -1.34968 -3.50563 3.25546
C -1.70082 -2.15708 2.62898
C -0.50864 -1.22609 2.40055
N 0.49066 -1.77058 1.50343
C 0.43900 -1.59416 0.12002
S -0.99658 -1.08102 -0.74234
N 1.44912 -2.37122 -0.49712
C 1.32898 -2.81862 -1.87582
C 0.45257 -4.05757 -2.03767
C 0.96864 -5.33333 -1.36328
C 0.66243 -5.42523 0.13243
H -0.56088 -4.37372 5.08793
H -1.39694 -2.83098 5.31855
H 0.21999 -2.86057 4.62084
H -2.26117 -4.10936 3.30998
H -0.66481 -4.05453 2.60068
H -2.41777 -1.63921 3.27795
H -2.18981 -2.31892 1.66445
H -0.01974 -0.97096 3.34262
H -0.86239 -0.29013 1.97628
H 0.84126 -2.68407 1.75426
H 2.36830 -1.99763 -0.28896
H 2.34175 -3.04043 -2.21948
H 0.93862 -2.01237 -2.50452
H 0.36047 -4.23886 -3.11397
H -0.55233 -3.82396 -1.67319
H 2.05007 -5.40859 -1.52222
H 0.52052 -6.19899 -1.86241
H 1.16421 -4.62127 0.67031
H 0.99195 -6.38142 0.54781
H -0.41296 -5.33120 0.30665
C -4.33756 0.34129 0.53033
C -4.07374 1.73928 1.07545
N -4.46786 2.79394 0.15187
C -5.90112 3.00754 0.03831
C -6.37686 2.94792 -1.40875
C -3.67095 3.93789 -0.07944
O -4.23861 5.03791 -0.16750
C -2.23583 3.80369 -0.14051
C -1.38680 4.96020 0.09104
C -0.01804 4.79597 -0.00538
C 0.52313 3.57053 -0.35396
N -0.28188 2.47234 -0.62318
C -1.58875 2.62368 -0.52543
H -4.00020 -0.41862 1.23933
H -3.79409 0.18238 -0.40208
H -5.40393 0.18819 0.33875
H -3.01873 1.85631 1.30638
H -4.61863 1.86042 2.02458
H -6.15536 3.98198 0.46180
H -6.40690 2.23798 0.62503
H -5.86639 3.71807 -1.98724
H -7.45644 3.11762 -1.47617
H -6.14545 1.97280 -1.84366
H -1.83609 5.90978 0.34416
H 0.65211 5.62608 0.18593
H 1.59016 3.41097 -0.43406
H -2.17637 1.74780 -0.77860
C 2.68530 1.33757 -5.40712
Ge 2.90104 0.96537 -3.46205
C 3.90502 2.48725 -2.69922
C 4.08507 -0.61815 -3.33211
C 1.22322 0.64515 -2.59776
H 3.64414 1.50053 -5.90847
H 2.07055 2.23197 -5.54213
H 2.18006 0.49855 -5.89448
H 4.87984 2.62900 -3.17395
H 4.05492 2.29320 -1.63587
H 3.32228 3.40531 -2.80562
H 5.10288 -0.41552 -3.67842
H 3.67492 -1.44805 -3.91563
H 4.12649 -0.91294 -2.28101
H 0.37303 0.68059 -3.28854

=====

80
Properties=species:S:1:pos:R:3 method="wB97M-V/def2-TZVPD" spin_multiplicity=4 gap_ev="6.82 / 3.79" charge=+2 e_tot_ha=-5934.479286 relative_energy_kj_mol=30.0 homo_energy_ev="-13.0 / -13.0"
C -0.67758 7.12451 -6.06249
C -0.89057 5.75656 -6.34016
C -1.16056 5.42181 -7.68234
C -1.22590 6.43483 -8.65268
N -1.03328 7.71734 -8.35413
C -0.76176 8.06660 -7.09851
C -0.83630 4.74034 -5.29091
C -0.75632 3.94311 -4.36865
C -0.52309 3.03734 -3.31354
C 0.48585 3.29977 -2.37022
C 0.90081 2.29801 -1.48002
C 0.28371 1.07022 -1.64119
C -0.81938 0.82134 -2.51403
C -1.24917 1.84400 -3.35479
Co -0.57986 -0.42750 -1.16652
P 1.63916 -1.02445 -1.31842
H -1.33024 4.39587 -7.99883
H -0.45433 7.48243 -5.06017
H -1.44154 6.20394 -9.70061
H -0.60722 9.13243 -6.90684
H -2.08234 1.66550 -4.02391
H 0.97504 4.27905 -2.36857
H -1.35500 -0.18676 -2.68118
H 1.65339 2.47745 -0.70885
C 2.15314 -2.61184 -0.51635
C 3.21877 -3.46947 -1.18824
H 1.22966 -3.19338 -0.38092
H 2.47109 -2.32583 0.49690
H 3.42315 -4.32911 -0.53659
H 2.89089 -3.87182 -2.15416
H 4.16715 -2.93832 -1.32752
C 1.89135 -1.24703 -3.12315
C 2.90594 -0.31886 -3.77825
H 0.90586 -1.07790 -3.58747
H 2.13750 -2.30393 -3.29019
H 2.83668 -0.44448 -4.86688
H 2.69795 0.73664 -3.55570
H 3.93842 -0.54894 -3.48657
C 2.95231 0.08455 -0.68163
C 4.38738 -0.44342 -0.61355
H 2.60949 0.37873 0.32379
H 2.93497 0.99069 -1.29616
H 5.04294 0.38646 -0.32023
H 4.50648 -1.23618 0.13282
H 4.75159 -0.80708 -1.58239
Br -0.88472 -2.15904 0.39192
P -2.44323 -3.05025 -3.81417
C -0.63873 -3.35052 -3.70866
C -0.27136 -4.77940 -4.12547
H -0.31459 -3.13617 -2.67592
H -0.13965 -2.62648 -4.36926
H 0.78937 -4.83338 -4.40118
H -0.45048 -5.48209 -3.30211
H -0.86844 -5.08919 -4.99250
C -3.08553 -2.78358 -2.12988
C -4.42016 -3.49936 -1.88741
H -3.18196 -1.69472 -1.96954
H -2.32387 -3.14314 -1.41566
H -4.57486 -3.63432 -0.80866
H -5.24814 -2.89870 -2.28810
H -4.41624 -4.48440 -2.37329
C -2.59694 -1.42570 -4.65139
C -2.96936 -1.62959 -6.12572
H -1.66205 -0.85529 -4.56045
H -3.37733 -0.85014 -4.13352
H -3.39126 -0.71230 -6.54650
H -2.08841 -1.89950 -6.71605
H -3.71222 -2.42630 -6.23663
C -0.08177 1.43291 2.05869
C -1.40264 1.35125 1.39809
N -1.74962 0.74301 0.27136
C -3.11762 0.91072 0.11199
C -3.60636 1.62471 1.17814
N -2.50348 1.90227 1.97456
H 0.16874 2.48036 2.27112
H -0.09835 0.88868 3.01319
H 0.69147 1.00373 1.41297
H -3.63328 0.48389 -0.73892
H -4.61070 1.94171 1.39360
H -2.48916 2.42104 2.85129